Below is a 2-piece molecular cluster, C2H6BrP overall in a non-equilibrium geometry, with properties calculated with the ωB97M-V functional and the def2-TZVPD basis.

## Properties
- HOMO-LUMO gap (spin up / spin down): 8.71 / 4.19 eV
- E_LUMO (spin up / spin down): -0.0183 / -0.1374 Eh
- Calculated total energy: -2995.0555 a.u.
- HOMO (spin up / spin down): -9.204 / -7.933 eV
- Energy relative to the best compared isomer or geometry (same formula, charge and spin): 81.59 kcal/mol

The geometry in XYZ format:
```
10
C2H6BrP (the ωB97M-V functional and the def2-TZVPD basis)
C -0.826 -0.647 -0.088
C 1.832 0.823 0.022
P 1.054 -0.860 -0.256
Br -4.237 -1.181 0.192
H -1.139 0.273 -0.648
H -1.096 -0.647 0.895
H -1.437 -1.429 -0.525
H 1.611 1.249 1.057
H 1.330 1.565 -0.528
H 2.909 0.856 -0.121
```



Below is the molecule C6H12ClNO2S in a non-equilibrium geometry, with properties calculated with the ωB97M-V functional and the def2-TZVPD basis.

## Properties
- HOMO-LUMO gap (spin up / spin down): 9.18 / 7.35 eV
- E_LUMO (spin up / spin down): -0.0125 / -0.0443 Eh
- Calculated total energy: -1299.2332 a.u.
- HOMO (spin up / spin down): -9.524 / -8.553 eV
- Energy relative to the best compared isomer or geometry (same formula, charge and spin): 102.65 kcal/mol

The geometry in XYZ format:
```
23
C6H12ClNO2S (the ωB97M-V functional and the def2-TZVPD basis)
C -0.405 0.013 -0.022
C 0.494 1.028 -0.612
C 1.304 2.006 0.320
C -2.607 0.334 -0.981
C 1.894 -2.601 0.874
C -1.359 -0.579 -0.949
N 1.459 -1.856 -0.241
O 3.292 -0.270 0.389
O 1.519 0.348 -1.407
S 2.594 -0.747 -0.827
Cl -1.739 -2.227 -0.249
H -0.356 0.097 1.083
H 0.064 1.754 -1.284
H 2.019 2.743 -0.166
H 1.837 1.477 0.952
H 0.509 2.527 0.819
H -2.372 1.361 -1.024
H -3.108 0.134 0.012
H -3.032 0.107 -1.934
H 2.747 -3.136 0.682
H 2.187 -1.988 1.653
H 1.101 -3.239 1.361
H -0.794 -0.838 -1.992
```



Below is a 5-piece molecular cluster, C2H15NO4S overall in a non-equilibrium geometry, with properties calculated with the ωB97M-V functional and the def2-TZVPD basis.

## Properties
- HOMO-LUMO gap: 9.83 eV
- E_LUMO: 0.0138 Eh
- Calculated total energy: -839.0479 a.u.
- HOMO: -9.452 eV
- Energy relative to the best compared isomer or geometry (same formula, charge and spin): 30.74 kcal/mol

The geometry in XYZ format:
```
23
C2H15NO4S (the ωB97M-V functional and the def2-TZVPD basis)
N -0.429 -1.631 0.800
C -1.259 -0.373 0.471
C -2.415 -0.768 -0.392
S -3.226 0.716 -0.948
H 0.525 -1.469 1.300
H -0.898 -2.023 1.617
H -0.539 0.229 -0.054
H -1.438 0.162 1.489
H -1.996 -1.342 -1.280
H -3.060 -1.541 -0.026
H -3.394 1.332 0.220
O 2.458 -0.588 1.607
H 2.414 0.055 0.854
H 3.156 -0.054 2.066
O 0.321 3.024 -0.191
H -0.133 2.789 -0.982
H 1.054 3.682 -0.610
O 1.272 -1.601 -1.526
H 1.239 -2.068 -0.691
H 0.405 -1.521 -1.921
O 2.394 1.163 -0.535
H 1.994 0.215 -0.715
H 1.556 1.611 -0.552
```